Entry from OMol25: a molecular structure, C20H41BrIIrNO14P4 (ωB97M-V/def2-TZVPD).

Last column: Löwdin spin population.
Atoms and positions in Å:
Ir1 1.31132 0.56843 1.57725  2.864
O1 -1.31096 -3.56300 5.52494  0.004
C1 -0.65688 -2.80988 4.64724  0.006
C2 -0.96303 -2.74850 3.28587  0.003
C3 -0.22928 -1.90956 2.48845  0.010
N1 0.79147 -1.15006 2.93480  0.095
C4 1.09470 -1.25223 4.23861  0.015
Br1 2.56839 -0.30380 4.93153  0.007
C5 0.40443 -2.04360 5.12627  0.003
H1 -2.00953 -4.08216 5.10861  0.000
H2 -1.76332 -3.33706 2.85776  0.000
H3 -0.44829 -1.82286 1.43455  0.001
H4 0.68274 -2.09065 6.16818  0.001
C6 5.11088 2.81346 0.47930  0.044
C7 5.23052 1.37807 0.06854  0.334
O2 6.26877 1.14588 -0.74246  0.227
P1 4.94581 0.10127 1.35744  0.045
O3 5.90647 0.46798 2.55216  0.030
O4 5.66536 -1.12255 0.67031  0.004
O5 3.54398 -0.08205 1.78299  0.079
P2 3.36693 1.12099 -1.21260  0.108
O6 3.48519 -0.45974 -1.25348  0.042
O7 3.74956 1.81373 -2.43332  0.077
O8 2.42884 1.59845 -0.16938  0.161
H5 6.00793 3.08325 1.04426  0.018
H6 4.22350 2.97490 1.08747  0.002
H7 5.06346 3.45029 -0.40467  0.007
H8 6.47751 0.19854 -0.80639  0.002
H9 5.47364 0.81587 3.34595  0.001
H10 6.00916 -1.82159 1.24748  0.000
H11 3.84476 -0.76899 -2.10108  0.001
C8 -2.45258 3.99808 1.55106  0.003
C9 -3.45583 2.87074 1.61406  0.000
C10 -3.53793 2.19323 2.96488  0.001
O9 -3.13838 1.89615 0.54174  0.005
P3 -2.08705 0.75226 0.51158  0.010
O10 -1.01208 0.82735 1.54294  0.085
C11 -1.37519 0.91576 -1.14436  0.000
P4 -0.02937 -0.23111 -1.46369  0.011
O11 0.66539 -0.64722 -0.19500  0.084
O12 -0.73079 -1.42101 -2.18708  0.006
C12 -0.02940 -2.61890 -2.69759  0.000
C13 0.24944 -3.56687 -1.55116  0.000
C14 -0.93254 -3.21097 -3.75375  0.000
O13 1.03092 0.41833 -2.41724  0.004
C15 0.89288 1.15288 -3.70737  0.001
C16 -0.08717 0.47275 -4.63372  0.000
C17 0.57387 2.60551 -3.43456  0.001
O14 -2.80684 -0.62858 0.63053  0.003
C18 -4.07760 -1.17296 0.10283  0.000
C19 -3.82966 -1.80978 -1.24582  0.000
C20 -5.19798 -0.15756 0.08181  0.000
H12 -2.74262 4.78048 2.25244  0.000
H13 -2.41995 4.43469 0.55329  0.000
H14 -1.45856 3.64359 1.82561  0.005
H15 -4.44003 3.22160 1.30735  0.000
H16 -2.56123 1.83112 3.28169  0.001
H17 -4.24446 1.36253 2.95065  0.000
H18 -3.89011 2.91689 3.70023  0.000
H19 -0.97047 1.93004 -1.18640  0.000
H20 -2.14666 0.82417 -1.90992  0.000
H21 0.90492 -2.26601 -3.14364  0.000
H22 -0.68710 -3.89741 -1.09917  0.000
H23 0.87050 -3.10061 -0.78821  0.000
H24 0.76818 -4.44710 -1.93168  0.000
H25 -1.88513 -3.50564 -3.31249  0.000
H26 -0.46448 -4.09846 -4.17875  0.000
H27 -1.12479 -2.50375 -4.55841  0.000
H28 1.90263 1.07474 -4.10240  0.001
H29 -1.10417 0.49038 -4.23779  0.000
H30 0.19991 -0.55797 -4.83423  0.000
H31 -0.09374 1.00919 -5.58263  0.000
H32 -0.48270 2.75808 -3.21037  0.000
H33 0.80341 3.18627 -4.32781  0.000
H34 1.18704 2.99223 -2.62109  0.001
H35 -4.30347 -1.94623 0.83628  0.000
H36 -3.65624 -1.05982 -2.01939  0.000
H37 -4.70920 -2.38550 -1.53451  0.000
H38 -2.97347 -2.47980 -1.20781  0.000
H39 -5.02095 0.63071 -0.64863  0.000
H40 -5.35387 0.29324 1.06060  0.000
H41 -6.11458 -0.67664 -0.19928  0.000
I1 1.30525 2.74408 2.91977  0.588

Forces on the atoms, in the same order (eV/Å):
Ir 0.196 0.206 0.453
O 0.023 -0.015 0.056
C 0.019 0.044 -0.073
C 0.031 -0.021 0.020
C -0.026 -0.066 -0.002
N -0.167 0.136 -0.041
C 0.046 -0.052 -0.022
Br -0.050 0.021 -0.028
C 0.019 -0.039 -0.053
H -0.026 -0.010 -0.015
H -0.008 0.003 0.005
H -0.024 0.018 0.015
H 0.002 0.004 0.000
C -0.011 0.010 -0.037
C 0.162 -0.093 0.112
O -0.076 0.016 -0.048
P 0.027 0.009 0.082
O -0.006 0.049 0.030
O 0.013 -0.027 0.024
O -0.035 -0.074 -0.153
P -0.064 -0.085 -0.098
O 0.074 0.029 -0.038
O 0.084 0.040 -0.016
O -0.138 -0.099 -0.077
H -0.014 0.006 -0.003
H -0.006 0.008 0.019
H 0.006 0.004 0.005
H 0.007 0.010 0.028
H 0.009 -0.028 -0.036
H -0.024 0.063 -0.033
H -0.027 0.046 0.094
C -0.021 -0.013 -0.018
C -0.013 -0.012 0.038
C -0.034 0.008 -0.039
O 0.122 -0.039 -0.057
P -0.122 0.015 0.066
O 0.025 0.057 -0.050
C 0.010 -0.012 0.036
P -0.070 -0.111 0.021
O 0.065 0.023 -0.064
O -0.015 0.052 0.014
C 0.009 -0.030 0.002
C 0.010 0.011 -0.008
C 0.014 0.021 0.019
O -0.051 0.012 -0.021
C -0.068 0.025 -0.054
C 0.016 -0.005 0.024
C 0.005 -0.008 0.026
O 0.019 -0.001 -0.068
C -0.037 0.017 -0.014
C 0.007 0.006 0.036
C 0.004 -0.021 0.027
H -0.001 -0.002 0.007
H 0.001 0.001 0.000
H 0.004 -0.007 -0.004
H 0.007 -0.002 0.011
H 0.030 -0.012 0.013
H 0.015 0.006 0.000
H -0.011 0.003 -0.015
H 0.016 -0.001 0.015
H 0.006 0.003 -0.021
H -0.014 -0.016 0.007
H -0.009 0.007 0.004
H 0.007 -0.007 0.004
H -0.008 0.002 -0.006
H 0.001 -0.005 0.003
H 0.008 0.003 -0.002
H -0.007 0.009 -0.006
H 0.022 0.007 -0.002
H -0.005 0.003 0.001
H -0.005 -0.017 -0.008
H 0.011 0.004 0.004
H -0.009 -0.009 0.011
H -0.005 -0.003 -0.006
H 0.004 0.011 -0.018
H 0.007 0.006 -0.003
H 0.018 0.013 -0.003
H -0.007 0.009 0.003
H 0.010 -0.019 -0.004
H 0.001 0.004 -0.010
H 0.003 0.008 -0.010
H 0.002 -0.009 0.009
I 0.017 -0.099 -0.063

Output
- DFT total energy: -6236.08287 a.u.
- Spin multiplicity: 6
- Energy relative to the best compared isomer or geometry (same formula, charge and spin): 16.9 kcal per mole
- E_HOMO (alpha / beta): -13.63 / -14.37 eV
- Charge: +2
- Kohn-Sham gap (alpha / beta): 9.2 / 6.6 eV

=====

Entry from OMol25: a gas-phase ion, C4H10N2P (charge +1) (ωB97M-V/def2-TZVPD).

Last column: Mulliken charge in e.
Atoms and positions in Å:
C1 1.55554 -0.14182 -2.46127  -0.931
P1 0.91384 -1.47370 -1.20932  0.052
C2 0.03414 -0.42426 -0.04406  0.285
N1 -0.66100 0.70779 -0.12222  -0.076
C3 -1.25751 1.11403 1.05819  -0.526
C4 -1.18932 -0.15483 1.92047  -0.449
N2 -0.26263 -1.00972 1.14894  -0.240
H1 2.50696 -0.51120 -2.80940  0.348
H2 1.48092 0.85904 -1.93158  0.297
H3 0.93743 -0.03246 -3.38231  0.293
H4 1.88288 -1.40781 -0.18700  0.099
H5 -0.55481 1.28285 -1.04669  0.307
H6 -2.27436 1.54192 0.93082  0.327
H7 -0.76856 1.94143 1.55222  0.278
H8 -0.54941 0.09552 2.80669  0.302
H9 -2.07783 -0.66760 2.10850  0.327
H10 0.28371 -1.71919 1.66802  0.306

Forces on the atoms, in the same order (eV/Å):
C -1.647 0.356 0.972
P 0.453 1.023 -1.484
C -2.061 -0.813 2.102
N 2.559 0.296 -5.779
C -2.493 1.254 2.279
C 3.337 1.063 0.786
N 0.416 0.335 -0.447
H 0.612 0.507 0.241
H 1.015 -1.143 -0.785
H 0.040 -0.550 0.839
H 0.710 -0.218 -0.435
H -0.575 -1.267 2.665
H 0.320 -0.813 -0.233
H 0.744 0.174 -0.021
H -1.530 -0.242 -0.101
H -1.447 -0.569 0.504
H -0.453 0.606 -1.105

Output
- SMILES string: CPC1=[NH+]CCN1
- DFT total energy: -608.99995 a.u.
- Energy relative to the best compared isomer or geometry (same formula, charge and spin): 2.9 kcal per mole
- E_HOMO: -13.96 eV
- Charge: +1
- Kohn-Sham gap: 10.4 eV

=====

Entry from OMol25: C15H16N4O2S in the gas phase (ωB97M-V/def2-TZVPD).

Last column: Mulliken charge in e.
Atoms and positions in Å:
C1 3.33717 -1.44593 -3.37218  -1.264
C2 1.91433 -0.91028 -3.26643  -0.467
C3 1.84327 0.34014 -2.39730  0.111
S1 0.27430 1.26297 -2.69513  -0.354
C4 -0.74182 0.44644 -1.53253  0.127
N1 -0.59603 -0.79332 -1.17440  -0.353
C5 -1.46747 -0.97196 -0.12939  0.865
C6 -1.69041 -2.08741 0.66770  -0.671
C7 -2.60302 -1.96143 1.69402  -0.685
C8 -3.28631 -0.76686 1.92888  -0.509
C9 -3.08467 0.35110 1.14344  -0.968
C10 -2.16558 0.23451 0.11596  0.401
N2 -1.68253 1.12541 -0.81208  0.095
C11 1.95753 0.00986 -0.90916  -0.118
O1 2.32376 -1.05847 -0.49815  -0.607
N3 1.62431 1.06166 -0.08722  -0.047
C12 1.06548 0.88786 1.16174  0.557
C13 1.07061 -0.26251 1.98933  -0.127
C14 0.28381 0.10350 3.04246  0.226
C15 -0.14320 -0.61928 4.26370  -1.396
O2 -0.14227 1.36525 2.86606  -0.135
N4 0.33964 1.84677 1.69094  -0.771
H1 3.70863 -1.72304 -2.39035  0.303
H2 3.35162 -2.32630 -4.00924  0.371
H3 4.00044 -0.69768 -3.80282  0.328
H4 1.26044 -1.66421 -2.82538  0.230
H5 1.54000 -0.66448 -4.26272  0.454
H6 2.62446 1.05407 -2.67856  0.572
H7 -1.15400 -3.00402 0.48527  0.499
H8 -2.79610 -2.80655 2.33827  0.428
H9 -3.98732 -0.71566 2.74859  0.422
H10 -3.60496 1.27757 1.33084  0.402
H11 -1.92515 2.09660 -0.90950  0.196
H12 1.39570 1.95307 -0.51128  0.332
H13 1.56274 -1.18976 1.79740  0.535
H14 -0.20948 -1.68313 4.05598  0.327
H15 -1.11049 -0.24563 4.58903  0.323
H16 0.57647 -0.46319 5.06697  0.365

Forces on the atoms, in the same order (eV/Å):
C -0.147 0.008 0.055
C 0.252 -0.083 0.022
C -0.515 -0.131 -0.209
S 0.102 0.203 -0.342
C 0.028 -0.049 -0.119
N 0.161 -0.045 -0.462
C -0.499 0.563 0.315
C -0.049 0.113 -0.040
C 0.037 -0.227 0.052
C -0.090 0.140 0.054
C -0.068 0.102 0.019
C 0.048 -0.666 0.144
N -0.024 0.002 -0.153
C 0.288 0.359 -0.044
O 0.060 -0.222 0.064
N 0.206 0.536 0.152
C -0.427 -0.125 0.880
C -0.299 0.256 0.396
C 0.412 -0.230 -0.626
C 0.038 0.232 0.000
O -0.122 -0.466 0.648
N 0.470 0.467 -1.064
H 0.091 -0.045 0.027
H 0.082 -0.082 -0.075
H 0.122 0.047 -0.076
H -0.047 0.087 -0.076
H -0.037 -0.002 0.085
H -0.011 -0.008 0.043
H 0.074 -0.129 -0.017
H -0.026 -0.081 0.051
H -0.066 0.013 0.064
H -0.073 0.084 0.067
H 0.125 -0.031 0.075
H -0.037 -0.237 -0.056
H 0.068 -0.231 0.024
H -0.038 -0.053 0.007
H -0.087 -0.057 0.045
H -0.002 -0.011 0.069

Output
- SMILES string: CC[C@@H](Sc1nc2ccccc2[nH]1)C(=O)Nc1cc(C)on1
- DFT total energy: -1348.89690 a.u.
- Energy relative to the best compared isomer or geometry (same formula, charge and spin): 42.4 kcal per mole
- E_HOMO: -8.35 eV
- Kohn-Sham gap: 8.9 eV

=====

- Among the records above, which one has the lowest DFT total energy?
  C20H41BrIIrNO14P4